{
  "formula": "C18H38O5P",
  "method": "ωB97M-V with the def2-TZVPD basis set",
  "e_above_lowest_kcal_mol": 0.0,
  "fmax_ev_per_a": 1.11,
  "charge": 1,
  "homo_ev": -11.390,
  "species": ["C", "P", "C", "C", "C", "O", "C", "C", "O", "H", "H", "H", "H", "H", "H", "H", "H", "H", "H", "H", "H", "H", "H", "C", "C", "C", "O", "C", "H", "H", "H", "H", "H", "H", "H", "H", "C", "C", "C", "O", "C", "H", "H", "H", "H", "H", "H", "H", "H", "C", "C", "C", "O", "C", "H", "H", "H", "H", "H", "H", "H", "H"],
  "positions_angstrom": [[-0.862, -3.583, 2.173], [0.193, -2.464, 1.238], [-0.632, -0.954, 0.733], [-0.884, -0.107, 2.004], [-2.084, 0.805, 1.859], [-3.293, 0.160, 1.457], [-3.649, -0.948, 2.150], [-4.597, -1.821, 1.372], [-3.252, -1.199, 3.272], [-1.911, -3.353, 2.021], [-0.651, -4.599, 1.854], [-0.645, -3.499, 3.233], [0.760, -3.078, 0.121], [1.236, -2.068, 2.073], [-1.587, -1.167, 0.258], [0.029, -0.408, 0.062], [-0.981, -0.737, 2.887], [-0.025, 0.536, 2.186], [-1.866, 1.517, 1.066], [-2.220, 1.397, 2.761], [-4.061, -2.473, 0.689], [-5.215, -2.367, 2.072], [-5.236, -1.185, 0.764], [1.853, 1.657, -3.359], [2.425, 2.382, -2.144], [2.041, 1.442, -1.013], [2.034, 0.118, -1.568], [2.109, 0.200, -3.002], [2.318, 1.945, -4.299], [0.780, 1.844, -3.439], [3.511, 2.449, -2.224], [2.031, 3.387, -2.007], [1.034, 1.670, -0.637], [2.739, 1.474, -0.176], [3.109, -0.116, -3.314], [1.379, -0.481, -3.438], [3.577, -5.235, -1.734], [4.535, -4.065, -1.522], [3.749, -3.184, -0.564], [2.942, -4.075, 0.231], [2.966, -5.390, -0.350], [4.066, -6.143, -2.079], [2.808, -4.964, -2.462], [5.452, -4.416, -1.045], [4.805, -3.547, -2.440], [3.086, -2.498, -1.105], [4.387, -2.598, 0.096], [3.576, -6.037, 0.285], [1.950, -5.790, -0.376], [-3.608, 5.882, 0.439], [-2.918, 4.593, 0.876], [-1.619, 4.652, 0.083], [-1.302, 6.030, -0.070], [-2.425, 6.833, 0.315], [-4.364, 6.235, 1.137], [-4.082, 5.741, -0.535], [-2.708, 4.629, 1.948], [-3.497, 3.692, 0.672], [-1.742, 4.208, -0.913], [-0.788, 4.149, 0.586], [-2.197, 7.311, 1.274], [-2.579, 7.611, -0.431]],
  "nbo_charge": [-0.955, 1.091, -0.750, -0.441, -0.075, -0.509, 0.794, -0.723, -0.597, 0.279, 0.281, 0.287, 0.074, 0.045, 0.265, 0.294, 0.231, 0.238, 0.202, 0.216, 0.230, 0.253, 0.251, -0.431, -0.432, -0.068, -0.570, -0.069, 0.232, 0.204, 0.212, 0.232, 0.148, 0.190, 0.174, 0.184, -0.431, -0.431, -0.076, -0.580, -0.068, 0.233, 0.202, 0.213, 0.228, 0.170, 0.193, 0.181, 0.176, -0.431, -0.434, -0.067, -0.533, -0.068, 0.225, 0.205, 0.202, 0.211, 0.160, 0.169, 0.170, 0.192]
}

---

{
  "formula": "C23H40N2O9S2",
  "method": "ωB97M-V with the def2-TZVPD basis set",
  "smiles": "NC(=O)CCC1=C(CCCSC(=S)N2CCOCC2)C(=O)OC1=O.COCCOC.COCCOC",
  "fmax_ev_per_a": 0.81,
  "homo_ev": -8.715,
  "species": ["N", "C", "O", "C", "C", "C", "C", "C", "C", "C", "S", "C", "S", "N", "C", "C", "O", "C", "C", "C", "O", "O", "C", "O", "H", "H", "H", "H", "H", "H", "H", "H", "H", "H", "H", "H", "H", "H", "H", "H", "H", "H", "H", "H", "C", "O", "C", "C", "O", "C", "H", "H", "H", "H", "H", "H", "H", "H", "H", "H", "C", "O", "C", "C", "O", "C", "H", "H", "H", "H", "H", "H", "H", "H", "H", "H"],
  "positions_angstrom": [[0.718, -5.404, 1.423], [0.059, -4.692, 0.430], [-0.820, -5.186, -0.242], [0.568, -3.291, 0.190], [-0.445, -2.439, -0.590], [0.076, -1.048, -0.719], [0.126, -0.068, 0.193], [-0.387, 0.022, 1.585], [-1.679, 0.861, 1.659], [-2.838, 0.313, 0.813], [-4.004, -0.668, 1.808], [-5.568, -0.100, 1.173], [-5.953, 1.470, 1.153], [-6.431, -1.139, 0.739], [-6.934, -0.947, -0.625], [-7.664, -2.229, -0.971], [-8.880, -2.237, -0.250], [-8.632, -2.324, 1.140], [-7.527, -1.394, 1.686], [0.829, 1.084, -0.426], [1.096, 2.146, 0.046], [1.164, 0.753, -1.723], [0.720, -0.533, -1.960], [0.869, -1.078, -3.007], [1.112, -4.811, 2.140], [0.111, -6.109, 1.824], [1.470, -3.338, -0.422], [0.841, -2.787, 1.120], [-0.579, -2.875, -1.579], [-1.410, -2.436, -0.081], [0.356, 0.553, 2.184], [-0.555, -0.967, 2.012], [-2.006, 0.924, 2.695], [-1.444, 1.863, 1.298], [-3.385, 1.138, 0.362], [-2.495, -0.325, -0.001], [-7.676, -0.139, -0.641], [-6.126, -0.721, -1.318], [-7.860, -2.333, -2.035], [-7.046, -3.066, -0.622], [-8.434, -3.363, 1.424], [-9.567, -2.032, 1.617], [-7.088, -1.893, 2.555], [-7.975, -0.460, 2.045], [3.558, 7.365, -0.452], [4.461, 7.153, 0.618], [3.964, 7.573, 1.876], [3.394, 6.427, 2.683], [2.259, 5.846, 2.069], [2.543, 4.665, 1.334], [3.900, 6.764, -1.293], [2.542, 7.062, -0.191], [3.554, 8.420, -0.751], [3.206, 8.353, 1.747], [4.803, 8.007, 2.428], [3.075, 6.813, 3.657], [4.166, 5.670, 2.857], [2.658, 3.810, 2.010], [3.450, 4.774, 0.735], [1.704, 4.475, 0.673], [5.076, -1.358, -3.858], [6.008, -1.830, -2.898], [5.575, -1.671, -1.561], [4.992, -2.946, -0.990], [3.819, -3.351, -1.676], [4.047, -4.363, -2.644], [5.359, -1.777, -4.822], [4.055, -1.667, -3.622], [5.112, -0.265, -3.924], [4.842, -0.859, -1.491], [6.447, -1.389, -0.964], [4.715, -2.763, 0.054], [5.738, -3.747, -1.004], [4.134, -5.343, -2.163], [4.948, -4.164, -3.226], [3.188, -4.374, -3.313]],
  "mulliken_charge": [-0.506, 0.406, -0.605, -0.313, -0.811, 0.560, 0.643, -0.896, -1.061, -0.413, -0.145, -0.130, -0.167, 0.132, -0.607, -0.596, -0.407, -0.445, -0.524, 0.121, -0.486, -0.326, 0.141, -0.560, 0.278, 0.271, 0.072, 0.447, 0.526, 0.316, 0.469, 0.286, 0.557, 0.384, 0.499, 0.062, 0.378, 0.451, 0.368, 0.345, 0.309, 0.300, 0.267, 0.399, -0.729, -0.381, -0.463, -0.494, -0.380, -0.671, 0.251, 0.323, 0.321, 0.315, 0.369, 0.375, 0.317, 0.320, 0.323, 0.209, -0.588, -0.386, -0.559, -0.411, -0.214, -0.916, 0.251, 0.194, 0.316, 0.275, 0.385, 0.354, 0.364, 0.288, 0.408, 0.246]
}

---

{
  "formula": "C53H48BHfN6O2P2S4",
  "method": "ωB97M-V with the def2-TZVPD basis set",
  "e_above_lowest_kcal_mol": 85.9,
  "fmax_ev_per_a": 3.24,
  "charge": -1,
  "homo_ev": -5.218,
  "species": ["Hf", "S", "P", "C", "P", "S", "C", "C", "C", "C", "C", "C", "C", "C", "C", "C", "C", "C", "C", "C", "C", "C", "C", "C", "C", "C", "C", "C", "C", "C", "H", "H", "H", "H", "H", "H", "H", "H", "H", "H", "H", "H", "H", "H", "H", "H", "H", "H", "H", "H", "S", "C", "N", "N", "C", "C", "C", "C", "C", "C", "N", "N", "C", "C", "C", "C", "C", "C", "H", "H", "H", "H", "H", "H", "H", "H", "H", "H", "H", "C", "C", "C", "C", "N", "C", "S", "N", "H", "H", "H", "H", "H", "C", "C", "C", "C", "C", "C", "C", "C", "O", "B", "O", "C", "C", "H", "H", "H", "H", "H", "H", "H", "H", "H", "H", "H", "H"],
  "positions_angstrom": [[0.349, 1.085, 0.430], [2.602, 1.512, 1.764], [2.875, -0.388, 1.089], [1.402, -0.778, 0.230], [1.173, -2.391, -0.270], [0.673, -3.754, 1.061], [2.606, -3.053, -1.155], [3.179, -2.363, -2.237], [4.279, -2.886, -2.964], [4.847, -4.094, -2.598], [4.305, -4.774, -1.509], [3.241, -4.225, -0.808], [-0.075, -2.318, -1.605], [-0.060, -1.182, -2.392], [-1.055, -0.953, -3.293], [-2.175, -1.793, -3.280], [-2.280, -2.844, -2.417], [-1.189, -3.198, -1.631], [3.058, -1.513, 2.452], [3.557, -2.802, 2.338], [3.461, -3.636, 3.441], [2.836, -3.228, 4.610], [2.326, -1.959, 4.759], [2.354, -1.153, 3.614], [4.463, -0.518, 0.173], [4.447, 0.379, -0.905], [5.496, 0.436, -1.828], [6.498, -0.507, -1.764], [6.564, -1.374, -0.660], [5.637, -1.338, 0.350], [2.801, -1.412, -2.563], [4.695, -2.214, -3.711], [5.715, -4.477, -3.169], [4.844, -5.736, -1.264], [2.824, -4.771, 0.012], [0.637, -0.448, -2.153], [-0.985, -0.135, -4.034], [-2.929, -1.492, -4.011], [-3.242, -3.358, -2.347], [-1.297, -4.062, -0.978], [4.078, -3.314, 1.516], [3.699, -4.726, 3.340], [2.765, -3.860, 5.438], [1.816, -1.638, 5.682], [1.842, -0.212, 3.669], [3.605, 1.009, -1.052], [5.505, 1.197, -2.649], [7.327, -0.311, -2.432], [7.436, -2.020, -0.491], [5.663, -2.079, 1.157], [1.487, 2.807, -1.430], [0.680, 2.966, -2.937], [-0.045, 3.990, -3.356], [-0.366, 3.741, -4.723], [-1.642, 3.093, -5.003], [-2.264, 2.361, -4.021], [-3.469, 1.685, -4.334], [-4.083, 1.714, -5.565], [-3.380, 2.439, -6.580], [-2.199, 3.109, -6.300], [0.917, 1.884, -3.842], [2.005, 1.905, -4.415], [2.216, 0.697, -5.179], [1.272, 0.271, -6.063], [1.557, -0.722, -6.990], [2.860, -1.328, -6.972], [3.736, -0.914, -5.997], [3.463, 0.097, -5.104], [-0.320, 4.668, -5.186], [-1.852, 2.195, -3.032], [-3.925, 1.072, -3.594], [-5.031, 1.127, -5.730], [-3.804, 2.512, -7.631], [-1.701, 3.649, -7.104], [0.301, 0.703, -6.117], [0.839, -1.046, -7.713], [3.095, -2.164, -7.663], [4.704, -1.479, -5.957], [4.235, 0.373, -4.393], [-5.675, -0.610, 0.982], [-4.203, -0.489, 0.672], [-3.300, -1.513, 0.914], [-1.978, -1.164, 0.809], [-1.617, 0.045, 0.468], [-2.565, 0.970, 0.202], [-1.823, 2.444, -0.420], [-3.862, 0.725, 0.270], [-5.932, -0.020, 1.865], [-6.050, -1.619, 1.063], [-6.156, -0.212, 0.113], [-3.476, -2.545, 1.243], [-1.187, -1.838, 1.067], [-5.685, 2.236, 6.415], [-4.437, 2.531, 7.281], [-4.557, 3.842, 8.127], [-4.013, 1.337, 8.241], [-3.226, 2.666, 6.267], [-2.084, 3.530, 6.522], [-1.032, 3.653, 5.603], [-1.063, 2.774, 4.546], [-0.135, 2.562, 3.589], [-0.579, 1.683, 2.680], [-1.857, 1.284, 3.110], [-2.113, 1.967, 4.266], [-3.227, 1.929, 5.067], [-6.614, 2.173, 6.948], [-5.548, 1.343, 5.833], [-5.680, 3.002, 5.690], [-5.319, 3.731, 8.946], [-4.874, 4.734, 7.577], [-3.604, 4.172, 8.628], [-4.719, 1.202, 9.047], [-3.014, 1.559, 8.698], [-3.859, 0.446, 7.688], [-2.060, 4.136, 7.414], [-0.328, 4.406, 5.729], [-4.026, 1.191, 4.817]],
  "mulliken_charge": [-1.943, -0.504, 1.431, 1.645, 1.477, -0.513, 0.181, 0.074, -0.698, -0.549, -0.890, -0.864, 0.401, 0.773, -0.549, -1.011, -0.807, -0.844, 0.230, 0.871, -1.465, -0.379, -1.142, -0.768, 0.843, -0.813, -0.253, -0.665, -0.713, -0.382, 0.512, 0.291, 0.341, 0.244, 0.537, 0.086, 0.303, 0.436, 0.341, 0.420, 0.452, 0.254, 0.439, 0.383, 0.236, -0.107, 0.456, 0.438, 0.377, 0.517, -0.344, 0.000, -0.729, -0.020, 0.505, 0.299, -0.307, -0.814, -0.173, -0.866, 1.057, -0.992, 0.649, -0.218, -0.736, -0.699, -0.245, -0.222, 0.299, -0.128, 0.604, 0.315, 0.268, 0.385, 0.345, 0.445, 0.341, 0.285, 0.361, -1.447, 0.663, -1.032, 0.060, 0.915, 0.441, -0.623, -0.634, 0.237, 0.387, 0.389, 0.363, 0.328, -1.684, 1.726, -1.505, -1.558, 0.807, -0.398, -1.889, 0.911, -0.346, 0.664, -0.093, -0.019, -0.823, 0.385, 0.289, 0.502, 0.341, 0.372, 0.346, 0.430, 0.337, 0.372, 0.184, 0.587, 0.222]
}